Entry 1:
The following is a DFT calculation (wB97M-V/def2-TZVPD) of 2 unconnected molecules or ions with the total composition C3H7Br2NO2.

Cartesian coordinates (Å):
Br (-9.43999, -23.46104, -8.48971)
C (-9.35902, -24.54896, -6.90625)
C (-9.49795, -23.73955, -5.65367)
Br (-11.26786, -22.94886, -5.46402)
H (-8.37850, -25.02961, -6.88198)
H (-10.07513, -25.36660, -6.94393)
H (-8.80190, -22.90376, -5.65937)
H (-9.30911, -24.31453, -4.75157)
C (-14.94423, -21.65565, -6.55485)
N (-14.01614, -20.51983, -6.78159)
O (-12.91350, -20.80484, -7.19957)
O (-14.41995, -19.40012, -6.55909)
H (-15.24572, -22.01118, -7.53677)
H (-15.82239, -21.31864, -6.01469)
H (-14.42593, -22.42922, -5.99982)

Its SMILES is C[N+](=O)[O-].BrCCBr. The HOMO energy is -10.01 eV. Its spin multiplicity is 1. As for the total charge: 0. For the energy, the calculation gives -5471.66926 hartree. Its LUMO energy is 0.473 eV.

These are the Löwdin partial charges, in e, on atoms 1 to 4: number 1, Br, carries 0.636; number 2, C, carries -0.734; number 3, C, carries -0.702; number 4, Br, carries 0.636

---

Entry 2:
The following is a DFT calculation (wB97M-V/def2-TZVPD) of a single C4H4N2O molecule.

Cartesian coordinates (Å):
O (2.36065, -1.37634, -0.04094)
C (1.27304, -0.83529, -0.03236)
C (1.10758, 0.63011, -0.02539)
C (-0.11862, 1.17935, 0.01808)
N (-1.22733, 0.35876, 0.04003)
C (-1.04900, -0.99852, 0.01740)
N (0.08140, -1.60222, -0.02138)
H (2.00635, 1.23535, -0.05344)
H (-0.31126, 2.24889, 0.04155)
H (-2.15709, 0.74866, 0.00946)
H (-1.96571, -1.58876, 0.04699)

Its SMILES is O=c1cc[nH]cn1. The HOMO energy is -9.31 eV. Its spin multiplicity is 1. As for the total charge: 0. For the energy, the calculation gives -339.57554 hartree. Its LUMO energy is 0.354 eV.

These are the Löwdin partial charges, in e, on atoms 1 to 4: number 1, O, carries 0.050; number 2, C, carries -0.487; number 3, C, carries 0.008; number 4, C, carries -0.090

---

Entry 3:
The following is a DFT calculation (wB97M-V/def2-TZVPD) of 3 unconnected molecules or ions with the total composition C20H28FN2O11PS at a distorted geometry.

Cartesian coordinates (Å):
C (2.99246, -3.57876, 2.08264)
C (3.78704, -2.13802, 2.11049)
C (2.89545, -0.89328, 2.70300)
F (3.74018, 0.28214, 3.13553)
C (1.63760, -0.43217, 1.74995)
C (1.04823, -1.24936, 0.45484)
C (-0.26688, -0.75622, -0.45328)
P (-0.82856, -1.86170, -1.90931)
O (-1.89101, -1.09666, -2.83371)
O (-1.66882, -3.33568, -1.38264)
O (0.51979, -2.45537, -2.90009)
C (-0.98712, 0.66158, 0.01256)
O (-2.19426, 1.17424, -0.71079)
C (-3.30814, 1.13836, 0.26018)
C (-4.62422, 0.26732, -0.29307)
C (-4.26039, -1.33377, -0.11868)
O (-5.70801, 0.54376, 0.70710)
C (-0.39232, 1.55544, 1.29469)
N (-0.97075, 2.87103, 1.78221)
S (0.01367, 3.34192, 3.15056)
N (1.17669, 2.01618, 3.21161)
C (0.89773, 0.99147, 2.13447)
H (3.42845, -4.39492, 2.79888)
H (1.85234, -3.32682, 2.33177)
H (2.99023, -3.92388, 0.94017)
H (4.17106, -1.81400, 1.03575)
H (4.70581, -2.28064, 2.84194)
H (2.40713, -1.29350, 3.71613)
H (1.54660, -2.25169, 0.10059)
H (-2.13876, -3.70300, -2.21007)
H (1.14285, -1.70407, -3.12669)
H (-3.01657, 0.60711, 1.28729)
H (-3.68873, 2.22298, 0.57911)
H (-4.93087, 0.55791, -1.38916)
H (-3.25678, -1.46200, 0.50388)
H (-5.16694, -1.82491, 0.45887)
H (-4.12233, -1.80836, -1.19634)
H (-5.21371, 0.42847, 1.59300)
C (-2.82439, 5.81149, -0.11326)
C (-4.14163, 6.31965, 0.43635)
C (-5.34420, 5.70353, -0.21210)
O (-6.33185, 6.70321, -0.02943)
C (-5.66516, 7.89481, 0.03997)
O (-6.20166, 8.98935, 0.00803)
O (-4.31603, 7.69655, 0.14515)
H (-2.78469, 5.91029, -1.20355)
H (-1.99221, 6.40205, 0.28410)
H (-2.66769, 4.76082, 0.14847)
H (-4.16514, 6.20162, 1.52660)
H (-5.64657, 4.76869, 0.26786)
H (-5.22286, 5.53118, -1.28758)
C (7.03298, -4.92132, -2.54113)
C (5.77978, -4.08317, -2.39151)
C (5.89706, -3.00041, -1.36187)
O (4.54881, -2.80819, -0.97014)
C (3.91349, -4.00061, -1.17925)
O (2.79093, -4.26405, -0.78259)
O (4.70589, -4.86075, -1.88831)
H (7.35991, -5.32232, -1.57552)
H (6.84001, -5.78364, -3.18793)
H (7.85024, -4.33432, -2.97065)
H (5.47616, -3.68277, -3.36651)
H (6.31662, -2.07698, -1.77045)
H (6.47407, -3.29584, -0.47820)

Its SMILES is CC[C@@H](F)c1cc(P(=O)(O)O)c(OC[C@@H](C)O)c2nsnc12.C[C@@H]1COC(=O)O1.C[C@@H]1COC(=O)O1. The HOMO energy is -8.96 eV. Its spin multiplicity is 1. As for the total charge: 0. For the energy, the calculation gives -2555.04945 hartree. Its LUMO energy is -2.197 eV.

These are the Löwdin partial charges, in e, on atoms 1 to 4: number 1, C, carries -0.112; number 2, C, carries -0.192; number 3, C, carries -0.226; number 4, F, carries -0.115

---

Entry 4:
The following is a DFT calculation (wB97M-V/def2-TZVPD) of a gas-phase ion, C12H11NP (charge +1) at a distorted geometry.

Cartesian coordinates (Å):
C (0.07328, -2.96874, -0.70378)
C (1.45256, -3.15940, -0.57935)
C (-1.73005, 2.27172, -1.46605)
C (-1.31300, 3.23720, -0.54952)
C (-0.51963, -1.68518, -0.55747)
C (2.31775, -2.08674, -0.37922)
C (-1.22655, 1.00309, -1.35294)
C (-0.41993, 2.97795, 0.39227)
C (0.38530, -0.56237, -0.41879)
C (1.72326, -0.88172, -0.46887)
C (-0.31936, 0.75508, -0.32288)
C (0.34054, -0.12810, 2.51370)
N (0.09091, 1.71707, 0.56887)
P (0.97849, 1.58681, 2.04213)
H (-0.63834, -3.83904, -0.96666)
H (1.90618, -4.20822, -0.53694)
H (-2.46055, 2.52144, -2.21336)
H (-1.54077, 4.17696, -0.84006)
H (-1.52620, -1.50642, -0.59434)
H (3.44349, -2.17865, -0.26804)
H (-1.45966, 0.27617, -2.16026)
H (-0.12183, 3.76123, 1.05791)
H (-0.23733, -0.49806, 1.66119)
H (-0.32651, 0.11006, 3.27935)
H (1.12794, -0.69217, 2.86312)

The HOMO energy (alpha / beta) is -12.55 / -12.07 eV. Its spin multiplicity is 1. As for the total charge: +1. For the energy, the calculation gives -859.57774 hartree. Its LUMO energy (alpha / beta) is -5.299 / -4.567 eV.

These are the Löwdin partial charges, in e, on atoms 1 to 4: number 1, C, carries -0.052; number 2, C, carries -0.077; number 3, C, carries 0.021; number 4, C, carries -0.022

---

Entry 5:
The following is a DFT calculation (wB97M-V/def2-TZVPD) of 2 unconnected molecules or ions with the total composition C4H5NO at a distorted geometry.

Cartesian coordinates (Å):
C (1.45766, 0.25553, -0.93908)
C (0.16820, 0.06014, -0.12871)
C (-1.47630, 0.65087, 1.05684)
O (-2.06351, 1.52410, 1.59796)
C (-1.83330, -0.80578, 1.02988)
N (-1.50582, -1.85010, 0.62978)
H (1.80808, 1.27937, -1.02816)
H (1.31846, -0.13715, -1.96001)
H (2.27311, -0.34335, -0.50286)
H (0.36278, -0.49196, 0.76975)
H (-0.64647, -0.21273, -0.77061)

The HOMO energy is -9.61 eV. Its spin multiplicity is 1. As for the total charge: 0. For the energy, the calculation gives -285.25350 hartree. Its LUMO energy is -0.159 eV.

These are the Löwdin partial charges, in e, on atoms 1 to 4: number 1, C, carries -0.111; number 2, C, carries -0.050; number 3, C, carries -0.211; number 4, O, carries 0.115

---

Entry 6:
The following is a DFT calculation (wB97M-V/def2-TZVPD) of a molecular structure, C34H39CaIN8O2.

Cartesian coordinates (Å):
Ca (0.32182, -0.19150, 1.04080)
C (3.53387, 0.53864, 0.97685)
N (2.51426, 0.35442, -0.08267)
C (2.53214, 1.46137, -1.05443)
C (2.31520, 2.79019, -0.37549)
C (3.27303, 3.79089, -0.43148)
C (3.06030, 4.96708, 0.27315)
C (1.89074, 5.09955, 0.99882)
C (0.97425, 4.06001, 0.96427)
N (1.16163, 2.92467, 0.29115)
C (2.76063, -0.90964, -0.79890)
C (1.58850, -1.39252, -1.63410)
C (1.82235, -2.32765, -2.63498)
C (0.74548, -2.86844, -3.31185)
C (-0.53332, -2.43853, -2.98835)
C (-0.67293, -1.49418, -1.99132)
N (0.35999, -0.98030, -1.31484)
C (3.04912, 1.19034, 2.25871)
C (3.88799, 2.03918, 2.95944)
C (3.48012, 2.52148, 4.19322)
C (2.24983, 2.13141, 4.69233)
C (1.47188, 1.28609, 3.92102)
N (1.84401, 0.82916, 2.72321)
H (4.39479, 1.09550, 0.58935)
H (3.90341, -0.45415, 1.24217)
H (1.74185, 1.28560, -1.78971)
H (3.49309, 1.46674, -1.58681)
H (4.18652, 3.63756, -0.99023)
H (3.80241, 5.75425, 0.26462)
H (1.68247, 5.98643, 1.58012)
H (0.05142, 4.15397, 1.52658)
H (2.95624, -1.67978, -0.05119)
H (3.65276, -0.83855, -1.43594)
H (2.83606, -2.63450, -2.85577)
H (0.90165, -3.61917, -4.07475)
H (-1.40707, -2.83831, -3.48298)
H (-1.65263, -1.14472, -1.68566)
H (4.85189, 2.30839, 2.54862)
H (4.12032, 3.18423, 4.76004)
H (1.89236, 2.46273, 5.65615)
H (0.50103, 0.95853, 4.27588)
C (2.80631, -4.19616, 1.03577)
C (1.33539, -4.36250, 0.80430)
N (0.91463, -5.51471, 0.34064)
C (-0.40349, -5.70614, 0.14968)
C (-1.36038, -4.76585, 0.43731)
C (-2.80747, -5.10203, 0.17936)
O (-3.62198, -5.06752, 1.34918)
C (-0.92738, -3.49680, 0.90497)
C (-1.99715, -2.53307, 1.21574)
N (-2.00025, -1.24247, 1.16115)
C (-3.30349, -0.64122, 1.38265)
C (-4.49644, -1.34547, 1.18864)
C (-5.72787, -0.76010, 1.42642)
C (-5.81188, 0.55853, 1.83921)
C (-4.65153, 1.29758, 1.98445)
C (-3.41912, 0.70178, 1.74238)
I (-1.77411, 1.95793, 1.85870)
C (0.44182, -3.27985, 1.07745)
O (0.91830, -2.12951, 1.46893)
H (3.22689, -5.12709, 1.40993)
H (3.01456, -3.39361, 1.74021)
H (3.32175, -3.97591, 0.09569)
H (-0.69235, -6.67328, -0.24536)
H (-2.86709, -6.07908, -0.30661)
H (-3.26773, -4.38441, -0.50625)
H (-3.38613, -5.80939, 1.91626)
H (-2.90729, -3.04728, 1.50149)
H (-4.47958, -2.36721, 0.84080)
H (-6.62631, -1.34431, 1.28304)
H (-6.77013, 1.01999, 2.03223)
H (-4.70596, 2.33470, 2.28421)
N (-2.28974, 3.95446, -5.07471)
C (-2.17945, 3.72098, -3.56802)
C (-1.26291, 2.53737, -3.27598)
N (-1.16081, 2.23046, -1.87191)
H (-2.90555, 4.73913, -5.29870)
H (-2.66158, 3.13014, -5.55235)
H (-1.37747, 4.15581, -5.49049)
H (-3.20110, 3.56022, -3.22695)
H (-1.81177, 4.66079, -3.15882)
H (-0.26268, 2.73859, -3.67131)
H (-1.62688, 1.65217, -3.80767)
H (-2.04238, 1.97056, -1.44831)
H (-0.73171, 2.95735, -1.31241)

The HOMO energy is -11.63 eV. Its spin multiplicity is 1. As for the total charge: +2. For the energy, the calculation gives -2882.50962 hartree. Its LUMO energy is -5.419 eV.

These are the Löwdin partial charges, in e, on atoms 1 to 4: number 1, Ca, carries 1.160; number 2, C, carries -0.098; number 3, N, carries -0.218; number 4, C, carries -0.126